{
  "formula": "C58H80BrCl2N3O5PbS2Se",
  "method": "ωB97M-V with the def2-TZVPD basis set",
  "symbols": ["Pb", "C", "C", "C", "C", "C", "C", "C", "Se", "C", "C", "C", "C", "C", "C", "O", "C", "C", "C", "C", "C", "C", "C", "C", "C", "O", "C", "C", "C", "C", "C", "C", "H", "H", "H", "H", "H", "H", "H", "H", "H", "H", "H", "H", "H", "H", "H", "H", "H", "H", "H", "H", "H", "H", "H", "H", "H", "H", "H", "H", "H", "H", "H", "H", "H", "H", "H", "H", "H", "H", "H", "H", "C", "C", "C", "C", "N", "C", "S", "N", "C", "C", "C", "C", "H", "H", "H", "H", "H", "H", "H", "H", "H", "H", "H", "H", "H", "H", "H", "H", "H", "H", "H", "H", "O", "S", "C", "C", "C", "C", "C", "C", "C", "C", "C", "C", "C", "C", "C", "C", "H", "H", "H", "H", "H", "H", "H", "H", "H", "H", "H", "H", "H", "H", "Cl", "C", "Cl", "C", "O", "O", "H", "Br", "C", "C", "C", "N", "C", "C", "H", "H", "H", "H", "H"],
  "coordinates": [[-0.712361, 0.025388, -0.212161], [-0.522968, 2.240462, 7.601191], [-1.173714, 3.238211, 6.629480], [-0.189050, 4.379376, 6.333646], [-2.413655, 3.826700, 7.300407], [-1.497091, 2.517818, 5.328664], [-0.447257, 1.888394, 4.620356], [-0.687410, 1.219952, 3.461823], [0.697888, 0.231392, 2.593690], [0.034821, -1.474581, 3.167967], [0.332413, -1.819690, 4.479871], [-0.161406, -2.976131, 5.053292], [-0.973502, -3.765611, 4.235771], [-1.290877, -3.463786, 2.924164], [-0.762013, -2.276252, 2.309889], [-1.021606, -1.972768, 1.077155], [-2.230642, -4.373048, 2.131838], [-2.777055, -5.540303, 2.958839], [-3.441438, -3.557086, 1.653254], [-1.460153, -4.972720, 0.951284], [0.186068, -3.331623, 6.494752], [-0.221709, -2.182216, 7.425808], [1.699292, -3.559344, 6.612946], [-0.530524, -4.599513, 6.961741], [-2.029521, 1.153771, 2.890399], [-2.214114, 0.624147, 1.775919], [-3.120302, 1.741082, 3.660186], [-2.791407, 2.412719, 4.822443], [-4.597133, 1.660221, 3.273137], [-5.122353, 3.091628, 3.079704], [-5.351917, 0.994033, 4.435570], [-4.919332, 0.868100, 2.003637], [-0.324534, 2.731721, 8.554917], [-1.178778, 1.388429, 7.783708], [0.422655, 1.859686, 7.218722], [0.066422, 4.895750, 7.260252], [0.733897, 4.011097, 5.888649], [-0.628348, 5.103688, 5.647432], [-2.118322, 4.326626, 8.223543], [-2.905099, 4.565323, 6.666875], [-3.138622, 3.054531, 7.559209], [0.561372, 1.914646, 5.011330], [0.951209, -1.141298, 5.055859], [-1.394432, -4.663476, 4.658314], [-3.356159, -5.199051, 3.817951], [-3.438997, -6.137682, 2.329531], [-1.982148, -6.196469, 3.315883], [-3.990350, -3.167144, 2.513114], [-3.132536, -2.711341, 1.043869], [-4.123546, -4.192862, 1.083398], [-0.666173, -5.627195, 1.318799], [-2.121627, -5.572162, 0.319206], [-1.000858, -4.190797, 0.356924], [0.297387, -1.257963, 7.172407], [-1.293843, -1.993177, 7.355610], [0.017905, -2.426633, 8.462171], [2.254698, -2.662103, 6.339361], [1.970532, -3.826978, 7.635889], [2.017576, -4.365742, 5.950802], [-1.614390, -4.490045, 6.909611], [-0.245974, -5.466621, 6.364710], [-0.264321, -4.808965, 7.998871], [-3.592896, 2.869947, 5.382473], [-5.063674, 3.682552, 3.993935], [-4.559300, 3.605963, 2.301028], [-6.167627, 3.052895, 2.771235], [-5.234211, 1.533710, 5.374695], [-6.415923, 0.958029, 4.198541], [-5.002516, -0.028169, 4.584493], [-4.478122, 1.300826, 1.111138], [-4.580444, -0.163859, 2.063256], [-6.005313, 0.865505, 1.884497], [4.907017, 5.993669, -4.956366], [4.694654, 4.655802, -4.263047], [3.676606, 4.739821, -3.133261], [3.473936, 3.391627, -2.448574], [2.480420, 3.407607, -1.395361], [1.151278, 3.249077, -1.564129], [0.150916, 3.077463, -0.212164], [0.682965, 3.243177, -2.816842], [-0.717604, 3.083142, -3.197327], [-0.860347, 2.340697, -4.518802], [-0.614385, 0.835100, -4.470012], [0.841216, 0.435590, -4.265918], [5.634330, 5.915018, -5.763472], [5.268810, 6.744539, -4.252998], [3.974088, 6.364002, -5.383220], [5.646842, 4.292164, -3.864721], [4.364538, 3.910867, -4.994201], [2.724479, 5.112235, -3.523372], [4.001662, 5.468915, -2.386739], [4.413669, 3.071432, -1.994367], [3.214967, 2.617891, -3.181767], [2.776926, 3.286809, -0.441542], [1.332051, 3.402384, -3.570714], [-1.176104, 4.073426, -3.277817], [-1.227455, 2.551445, -2.393565], [-0.204671, 2.800706, -5.270639], [-1.881451, 2.516269, -4.864056], [-0.970636, 0.407622, -5.412420], [-1.228131, 0.400515, -3.677159], [1.487426, 0.882796, -5.027273], [0.957022, -0.646225, -4.326565], [1.210292, 0.743439, -3.287328], [-0.714576, -1.777524, -2.273644], [-1.037304, -3.253822, -2.233507], [-0.532487, -3.911449, -3.849667], [-0.863529, -5.368273, -3.927538], [-0.204759, -6.277330, -3.104535], [-0.543072, -7.620365, -3.134638], [-1.541592, -8.067597, -3.988585], [-2.201931, -7.166995, -4.810610], [-1.867667, -5.821417, -4.775618], [-2.825663, -3.407557, -2.326802], [-3.618982, -2.396224, -3.117528], [-4.949909, -2.223417, -2.749892], [-5.768961, -1.345581, -3.437767], [-5.265075, -0.618150, -4.504413], [-3.937569, -0.770416, -4.866205], [-3.117044, -1.649885, -4.176529], [0.543947, -3.734006, -3.851530], [-0.997478, -3.333273, -4.643770], [0.570910, -5.924779, -2.436108], [-0.027311, -8.318957, -2.490339], [-1.804735, -9.116255, -4.012236], [-2.980952, -7.510144, -5.477282], [-2.390165, -5.115143, -5.409255], [-3.134051, -3.389820, -1.281357], [-2.991660, -4.429664, -2.686482], [-5.341446, -2.772351, -1.902106], [-6.797293, -1.217286, -3.129157], [-5.898125, 0.079310, -5.034855], [-3.522868, -0.178036, -5.670160], [-2.070281, -1.690418, -4.432045], [4.984224, -1.508901, -3.897521], [4.957063, -0.582442, -2.391514], [6.310290, -0.989903, -1.320670], [3.630421, -0.731211, -1.641814], [2.131386, -2.408028, -2.300517], [3.014647, 0.275546, -1.420073], [5.057572, 0.468158, -2.653518], [-3.014780, 0.873824, -1.453363], [4.465613, -3.785918, -0.083732], [4.047710, -3.233838, -1.254071], [3.040762, -2.132113, -1.256052], [2.334836, -1.903405, -0.016130], [2.789643, -2.449753, 1.057209], [3.893486, -3.355866, 1.115410], [5.214452, -4.566893, -0.084567], [4.412644, -3.576158, -2.210255], [1.320454, -1.871582, -2.176661], [2.246240, -2.248487, 1.975473], [4.203394, -3.756640, 2.068697]],
  "forces_ev_per_angstrom": [[0.3, -0.5, 0.1], [0.0, 0.0, 0.0], [0.0, 0.0, 0.0], [0.0, 0.0, 0.0], [0.0, 0.0, 0.0], [0.1, 0.0, 0.0], [0.0, 0.0, -0.1], [0.0, 0.0, 0.1], [0.1, 0.1, 0.0], [0.0, 0.0, -0.1], [-0.1, -0.1, 0.1], [0.1, 0.1, -0.1], [0.0, 0.0, 0.1], [-0.1, 0.0, -0.1], [-0.1, 0.0, 0.3], [0.1, 0.2, -0.3], [0.0, 0.0, 0.0], [0.0, 0.0, 0.0], [0.0, 0.0, 0.0], [0.0, 0.0, 0.0], [0.0, 0.0, 0.0], [0.0, 0.0, 0.0], [0.0, 0.0, 0.0], [0.0, 0.0, 0.0], [0.0, 0.0, -0.1], [0.0, 0.1, 0.0], [0.0, -0.1, 0.0], [0.0, 0.0, 0.0], [0.0, 0.0, 0.0], [0.0, 0.0, 0.0], [0.0, 0.0, 0.0], [0.0, 0.0, 0.0], [0.0, 0.0, 0.0], [0.0, 0.0, 0.0], [0.0, 0.0, 0.0], [0.0, 0.0, 0.0], [0.0, 0.0, 0.0], [0.0, 0.0, 0.0], [0.0, 0.0, 0.0], [0.0, 0.0, 0.0], [0.0, 0.0, 0.0], [0.0, 0.0, 0.0], [0.0, 0.0, 0.0], [0.0, 0.0, 0.0], [0.0, 0.0, 0.0], [0.0, 0.0, 0.0], [0.0, 0.0, 0.0], [0.0, 0.0, 0.0], [0.0, 0.0, 0.0], [0.0, 0.0, -0.1], [0.0, 0.0, 0.0], [0.0, 0.0, 0.0], [0.0, 0.0, -0.1], [0.0, 0.0, 0.0], [0.0, 0.0, 0.0], [0.0, 0.0, 0.1], [0.0, 0.0, 0.0], [0.0, 0.0, 0.1], [0.0, 0.0, 0.0], [0.0, 0.0, 0.0], [0.0, 0.0, 0.0], [0.0, 0.0, 0.0], [0.0, 0.0, 0.0], [0.0, 0.0, 0.0], [0.0, 0.0, 0.0], [0.0, 0.0, 0.0], [0.0, 0.0, 0.0], [0.0, 0.0, 0.0], [0.0, 0.0, 0.0], [0.0, 0.0, 0.0], [0.0, -0.1, 0.0], [0.0, 0.0, 0.0], [0.0, 0.0, 0.0], [0.0, 0.0, 0.0], [0.0, 0.0, 0.0], [0.0, 0.0, 0.0], [0.0, 0.0, 0.1], [-0.1, -0.1, -0.1], [0.0, 0.2, 0.3], [0.1, 0.0, 0.0], [0.0, 0.0, 0.1], [0.0, 0.0, 0.0], [0.0, 0.0, 0.0], [0.0, 0.0, 0.0], [0.0, 0.0, 0.0], [0.0, 0.0, 0.0], [0.0, 0.0, 0.0], [0.0, 0.0, 0.0], [0.0, 0.0, 0.0], [0.0, 0.0, 0.0], [0.0, 0.0, 0.0], [0.0, 0.0, 0.0], [0.0, 0.0, 0.0], [0.0, 0.0, 0.0], [0.0, 0.0, 0.0], [0.0, 0.0, 0.0], [0.0, 0.1, -0.1], [0.0, 0.0, 0.0], [0.0, 0.0, 0.0], [0.0, 0.0, 0.0], [0.0, 0.0, 0.0], [0.0, 0.0, 0.0], [0.0, -0.1, 0.0], [0.0, 0.0, 0.0], [0.3, 0.0, 0.0], [0.0, 0.2, 0.1], [0.0, 0.1, 0.0], [0.0, 0.0, 0.0], [0.0, 0.0, 0.0], [0.0, 0.0, 0.0], [0.0, 0.0, 0.0], [0.0, 0.0, 0.0], [0.0, 0.0, 0.0], [0.0, -0.1, -0.1], [0.0, 0.0, 0.0], [0.0, 0.0, 0.0], [0.0, 0.0, 0.0], [0.0, 0.0, 0.0], [0.0, 0.0, 0.0], [0.0, 0.0, 0.0], [0.0, 0.0, 0.0], [0.0, 0.0, 0.0], [0.0, 0.0, 0.0], [0.0, 0.0, 0.0], [0.0, 0.0, 0.0], [0.0, 0.0, 0.0], [0.0, 0.0, 0.0], [0.0, 0.0, 0.1], [0.0, 0.0, 0.0], [0.0, 0.0, 0.0], [0.0, 0.0, 0.0], [0.0, 0.0, 0.0], [0.0, 0.0, -0.1], [0.0, 0.0, 0.0], [0.0, 0.0, 0.0], [0.0, 0.1, 0.0], [0.0, 0.0, 0.0], [-0.1, 0.1, 0.0], [-0.3, 0.0, -0.1], [0.0, 0.0, 0.0], [0.0, -0.1, 0.0], [-0.5, -0.1, 0.0], [0.0, 0.0, 0.0], [0.0, -0.1, 0.1], [0.0, 0.1, 0.0], [-0.1, 0.0, 0.0], [-0.1, -0.1, 0.0], [0.0, 0.0, 0.0], [0.0, 0.0, 0.0], [0.0, 0.0, 0.0], [0.1, -0.1, 0.1], [-0.1, 0.0, 0.0], [0.0, 0.0, 0.0]],
  "e_above_lowest_kcal_mol": 37.4,
  "orbital_gap_ev": [5.16, 5.51],
  "e_homo_ev": [-6.90, -6.91],
  "total_charge": 0,
  "mol_weight_da": 1400.4,
  "e_tot_ev": -263505.50082
}